This record from the OMol25 dataset describes C3H2IO3 as an isolated structure. The level of theory is ωB97M-V/def2-TZVPD.

## Properties
Molecular weight   213.0 g mol⁻¹
Total charge   -1
Energy relative to the best compared isomer or geometry (same formula, charge and spin)   481.9 kJ/mol
HOMO   -3.92 eV
Orbital gap   0.25937 Eh

Structure (XYZ):
```
9
Properties=species:S:1:pos:R:3:forces:R:3:nbo_charge:R:1
C -0.265 -0.406 -1.780 1.2 -0.1 0.3 0.04
C -0.372 0.607 0.647 -0.6 -0.6 -0.9 -0.20
C 0.891 1.158 0.985 1.9 -1.3 -1.9 0.65
O -0.071 1.730 1.594 -1.2 2.6 2.2 -0.53
O 2.084 1.190 0.873 0.3 0.6 0.4 -0.63
O -0.894 -1.425 -1.257 2.2 -0.9 1.3 -0.68
I -0.233 -1.250 1.883 -0.2 -0.9 0.6 -0.21
H -1.006 0.142 -2.308 -1.4 0.8 -0.9 0.05
H -0.134 -1.747 -0.637 -2.2 -0.2 -1.1 0.51
```
Forces are in eV/Å.